# 1
Density functional theory data (wB97M-V/def2-TZVPD) for C15H15CaN3O3 as an isolated structure at a distorted geometry.

HOMO-LUMO gap = 7.996 eV
E = -1647.7668 a.u.
Total charge = +2
Molecular weight = 325.38 g mol⁻¹
LUMO = -6.826 eV
Multiplicity = 1

Geometry (Å):
Ca  -0.144959  -0.095096  0.247171
O  -1.382388  -0.330083  -2.616036
C  -0.901338  -0.551651  -3.723506
O  1.063105  0.874514  -2.076245
C  1.050983  0.944117  -3.291131
O  1.883606  1.688351  -4.056138
N  0.189746  0.238860  -4.192998
C  1.469089  1.624282  -5.505545
C  0.587363  0.401199  -5.615772
H  2.357645  1.575295  -6.148935
H  0.875211  2.520445  -5.734878
H  1.173061  -0.480482  -5.923920
H  -0.287347  0.526162  -6.273049
C  -1.315154  -1.611326  -4.669595
C  -2.462901  -2.291629  -4.448954
H  -0.641714  -1.849518  -5.518354
H  -3.118739  -2.034619  -3.600144
H  -2.742323  -3.103653  -5.136704
N  1.254094  1.165801  1.776834
C  1.080528  0.893997  3.239815
C  1.881688  1.506959  4.204115
C  1.638558  1.242496  5.572891
C  0.608862  0.389663  5.967355
C  -0.236030  -0.252157  5.002165
C  -1.290430  -1.121459  5.348463
C  -2.049947  -1.707453  4.348000
C  -1.754379  -1.432598  2.997440
N  -0.750891  -0.594915  2.596118
C  0.012448  0.005371  3.605086
H  0.993066  2.158329  1.602569
H  2.272745  1.191799  1.583524
H  2.679763  2.180444  3.887022
H  2.261822  1.711622  6.324856
H  0.409885  0.182333  7.024674
H  -1.465166  -1.301177  6.401745
H  -2.864928  -2.376821  4.607631
H  -2.334620  -1.887414  2.194420

Atoms 1-3, force components in eV/Å:
Ca 0.096 0.222 -0.776
O 0.328 -0.519 0.043
C 0.928 0.708 -0.243

=====

# 2
Density functional theory data (wB97M-V/def2-TZVPD) for a 5-piece molecular cluster, C15H15F5O15 overall at a distorted geometry.

HOMO-LUMO gap = 10.796 eV
E = -2208.5849 a.u.
SMILES = O=C1OC[C@@H](F)O1.O=C1OC[C@@H](F)O1.O=C1OC[C@@H](F)O1.O=C1OC[C@@H](F)O1.O=C1OC[C@@H](F)O1
Relative energy (zero: lowest compared OMol25 entry of this formula, charge and spin) = 13.9 kcal per mole
Molecular weight = 530.26 g mol⁻¹
LUMO = 0.092 eV
Multiplicity = 1

Geometry (Å):
O  -0.738829  -1.216602  -3.469661
C  -0.468911  -0.159780  -3.959436
O  -0.668569  1.002290  -3.313611
C  -0.286760  2.097524  -4.158003
C  0.310797  1.420337  -5.396304
F  1.654531  1.598633  -5.465656
O  0.055071  0.041773  -5.168991
H  -1.245226  2.544555  -4.439696
H  0.317424  2.846849  -3.659011
H  -0.146651  1.661924  -6.351657
O  2.764374  -6.858757  0.398856
C  2.573337  -6.175364  1.346361
O  2.496904  -4.838049  1.375468
C  2.492339  -4.420070  2.743232
C  2.107871  -5.690958  3.504242
F  0.742183  -5.701836  3.694503
O  2.424891  -6.697974  2.594820
H  3.466800  -4.005592  2.993315
H  1.727576  -3.670279  2.926648
H  2.603592  -5.869298  4.454738
O  -1.998912  -2.610543  0.297921
C  -2.892513  -1.863959  0.081173
O  -4.187127  -2.147046  0.306002
C  -4.991076  -1.141104  -0.295641
C  -4.027553  0.013309  -0.424347
F  -4.065123  0.793805  0.710198
O  -2.782318  -0.626362  -0.463487
H  -5.389840  -1.506615  -1.243864
H  -5.837430  -0.911912  0.349117
H  -4.238217  0.649432  -1.282743
O  2.361183  -1.937780  0.926633
C  1.694607  -0.970041  0.767475
O  1.471329  -0.340324  -0.365479
C  0.502831  0.715236  -0.212225
C  0.269726  0.697331  1.279814
F  -1.062943  0.634907  1.563725
O  0.992632  -0.385971  1.814311
H  0.831165  1.657856  -0.633560
H  -0.418945  0.386315  -0.692071
H  0.664827  1.587158  1.787599
O  -1.177916  3.912761  0.489906
C  -0.176351  4.377067  0.924029
O  1.084256  4.080427  0.446340
C  1.984257  4.972771  1.086295
C  1.265835  5.299860  2.379573
F  1.524032  6.511890  2.918642
O  -0.080551  5.271559  1.902209
H  2.963919  4.529143  1.258549
H  2.130464  5.886549  0.502501
H  1.403009  4.554974  3.171258

Atoms 1-3, force components in eV/Å:
O 0.204 0.649 -0.710
C -0.425 -1.279 1.574
O 0.657 0.717 0.123

=====

# 3
Density functional theory data (wB97M-V/def2-TZVPD) for C15H15FN2O4S in the gas phase at a distorted geometry.

HOMO-LUMO gap = 7.681 eV
E = -1489.0126 a.u.
SMILES = CC(C)S(=O)(=O)c1ccc(C(=O)Nc2ccc(F)cc2)c[n+]1[O-]
Relative energy (zero: lowest compared OMol25 entry of this formula, charge and spin) = 73.5 kcal per mole
Molecular weight = 338.36 g mol⁻¹
LUMO = -1.176 eV
Multiplicity = 1

Geometry (Å):
C  -3.093579  -0.195225  -6.009013
C  -2.538269  0.276508  -4.615788
C  -2.126764  1.748938  -4.743989
S  -1.154716  -0.817802  -4.164311
O  -1.641799  -2.194667  -4.166769
O  -0.065773  -0.686308  -5.174596
C  -0.664517  -0.313404  -2.502730
C  -1.190505  -0.963158  -1.379567
C  -0.856908  -0.536464  -0.086946
C  0.116072  0.512591  0.069627
C  0.559217  1.059776  1.357401
O  1.218990  2.122232  1.362423
N  0.309886  0.398011  2.557225
C  0.488596  0.870414  3.859379
C  0.222263  -0.042887  4.898260
C  0.237838  0.294666  6.241913
C  0.469343  1.607655  6.588829
F  0.468159  1.928068  7.885196
C  0.861680  2.558509  5.621991
C  0.869236  2.181816  4.273156
C  0.636067  1.082241  -1.116052
N  0.249888  0.660643  -2.344586
O  0.666711  1.259905  -3.338410
H  -2.382996  0.154689  -6.800611
H  -3.144649  -1.308909  -6.090747
H  -4.097423  0.181957  -6.228761
H  -3.303700  0.212764  -3.850315
H  -2.959012  2.298497  -5.200872
H  -2.016193  2.185229  -3.731804
H  -1.227614  1.921986  -5.311323
H  -1.891417  -1.770883  -1.539280
H  -1.349341  -1.028690  0.730718
H  -0.035631  -0.547660  2.452112
H  -0.063623  -1.057809  4.634261
H  0.115273  -0.444433  7.056471
H  1.023670  3.589805  5.955322
H  1.095812  2.993590  3.533135
H  1.354291  1.898530  -1.072566

Atoms 1-3, force components in eV/Å:
C 1.114 -0.999 -0.121
C -0.141 0.526 -1.434
C -0.558 0.259 1.308